C5H13BS2 | ωB97M-V/def2-TZVPD

Last column: Mulliken charge in e.
Positions of all 21 atoms, in Å:
B1 0.3050 -0.6276 0.2937  0.1272
C1 -1.3772 0.5870 2.0245  -1.3791
C2 -0.3306 1.8388 0.0376  -1.1480
C3 -0.7244 -3.2828 0.7190  -0.8761
C4 3.7031 -0.1095 0.6496  -0.5666
C5 -0.7587 0.4445 0.6023  0.4683
S1 0.6968 -2.2786 0.0663  -0.0394
S2 2.8625 0.5104 -0.8161  -0.3268
H1 -1.4570 -0.3989 2.3777  0.3593
H2 -2.2339 1.2399 2.1443  0.3812
H3 -0.7409 1.1062 2.7238  0.3875
H4 -0.3959 1.7270 -1.0558  0.3383
H5 -0.9299 2.6085 0.4715  0.3958
H6 0.8403 1.9373 0.1859  0.1701
H7 -0.7064 -3.3568 1.7567  0.3277
H8 -0.4739 -4.3363 0.2814  0.3009
H9 -1.7763 -3.0735 0.3989  0.2933
H10 4.5202 0.6186 1.0001  0.2871
H11 4.1627 -1.0701 0.2892  0.2027
H12 2.9180 -0.1277 1.4552  0.1291
H13 -1.5383 0.1691 -0.0349  0.1678

Force components x, y, z for each atom (eV/Å):
B 1.1 1.0 -0.6
C 1.5 0.5 -0.4
C 3.2 -1.6 -0.5
C -0.2 -2.0 -2.7
C 0.8 0.5 0.5
C 0.9 2.1 1.1
S -0.4 -0.4 0.1
S -2.3 -0.4 0.3
H -1.0 -1.1 1.0
H -0.8 -0.5 -0.8
H 1.1 0.0 0.1
H -0.2 0.7 0.3
H -0.3 0.7 0.0
H -2.5 0.3 0.0
H 0.2 0.0 1.8
H -0.5 1.8 0.9
H 1.2 0.4 -0.1
H -1.1 -1.1 -0.6
H -0.5 0.7 1.3
H 1.3 -0.6 -0.6
H -1.7 -0.9 -1.1

Calculated values
Charge: 0
Total energy (hartree): -1019.41572
Frontier orbital gap (eV): 6.9
E_LUMO (Eh): -0.018
ΔE to the lowest compared entry with this formula, charge and spin (kJ/mol): 221.2
HOMO (eV): -7.38

C3HoO2 | ωB97M-V/def2-TZVPD

Last column: Mulliken charge in e.
Positions of all 6 atoms, in Å:
C1 -2.0867 0.4713 -0.0133  -0.0585
C2 -1.5298 -0.6906 0.0437  0.0852
O1 -0.1550 -0.9507 0.0901  -0.3417
C3 0.6378 0.1462 0.0850  0.2485
O2 0.0141 1.2138 -0.0179  -0.5582
Ho1 3.1196 -0.1899 -0.1876  1.6245

Force components x, y, z for each atom (eV/Å):
C -1.1 1.2 -0.1
C 2.6 -0.9 0.2
O -1.1 -1.5 0.1
C -1.4 2.1 -0.6
O 1.9 -1.1 0.3
Ho -0.9 0.2 0.1

Calculated values
Charge: +1
Total energy (hartree): -1212.24372
Frontier orbital gap (alpha / beta) (eV): 6.1 / 5.9
E_LUMO (alpha / beta) (Eh): -0.245 / -0.241
HOMO (alpha / beta) (eV): -12.82 / -12.44
2S+1: 5
Expectation value of S²: 6.0374

C5H15N2O | ωB97M-V/def2-TZVPD

Last column: Mulliken charge in e.
Positions of all 23 atoms, in Å:
C1 -0.5687 -2.0141 -1.0353  -0.5743
O1 0.3324 -1.2695 -1.9384  -0.6466
C2 -1.5391 -1.0919 -0.3043  -0.2602
C3 -1.5239 -1.2270 1.2461  -1.2378
H1 -1.1370 -2.7027 -1.6663  0.3874
H2 0.0512 -2.6164 -0.3635  0.3621
H3 0.6569 -1.9826 -2.5003  0.3144
H4 -1.2607 -0.0633 -0.5457  0.2145
H5 -2.5439 -1.2507 -0.7005  0.4154
H6 -0.5569 -1.5284 1.6523  0.3624
H7 -1.9071 -0.3315 1.7446  0.2714
H8 -2.1951 -2.0362 1.5243  0.3702
C4 0.6650 2.2294 0.6866  -0.0268
C5 1.5744 1.5185 0.0083  -0.3258
N1 1.6236 0.0597 0.0691  -0.1550
N2 0.5830 3.5979 0.6325  -0.5327
H9 -0.0265 1.7280 1.3584  0.2827
H10 2.2656 1.9599 -0.6954  0.3151
H11 2.5790 -0.2505 0.2604  0.4039
H12 1.0496 -0.2783 0.8429  0.1820
H13 1.2805 -0.4268 -0.8090  0.3461
H14 0.9622 4.0374 -0.1958  0.2637
H15 -0.3648 3.9392 0.7292  0.2679

Force components x, y, z for each atom (eV/Å):
C -0.2 -0.2 -0.5
O -0.6 -0.6 0.8
C 0.6 0.5 0.6
C -0.6 -0.4 -0.7
H 0.1 0.0 0.1
H -0.1 0.1 0.1
H 0.4 0.4 -0.4
H -0.1 0.1 -0.3
H 0.1 0.2 0.2
H 0.2 0.2 0.0
H 0.2 -0.1 -0.1
H 0.0 -0.1 0.2
C 0.5 -0.3 -0.4
C -0.3 0.5 -0.2
N 0.2 -0.2 0.2
N -0.8 0.1 -0.3
H 0.0 0.1 0.0
H 0.0 -0.1 0.0
H -0.1 -0.1 0.0
H -0.1 -0.1 0.0
H 0.0 0.2 0.1
H 0.4 -0.1 0.1
H 0.1 0.0 0.4

Calculated values
Charge: +1
Total energy (hartree): -383.99096
Frontier orbital gap (eV): 10.0
E_LUMO (Eh): -0.106
ΔE to the lowest compared entry with this formula, charge and spin (kJ/mol): 157.7
HOMO (eV): -12.88

C32H28NO7S2 | ωB97M-V/def2-TZVPD

Last column: Mulliken charge in e.
Positions of all 70 atoms, in Å:
C1 1.2928 -4.9750 -1.5876  -1.3387
C2 1.1656 -3.6533 -0.8779  0.2766
O1 2.1982 -2.7479 -1.3382  -0.3328
C3 2.2519 -1.6018 -0.6108  0.5288
C4 2.9561 -0.5500 -1.3555  -0.8470
N1 2.5900 0.6799 -1.1882  -0.2070
C5 2.4442 1.6557 -2.0783  -0.3389
C6 2.3984 3.0249 -1.5571  0.8418
C7 2.1146 4.1673 -2.3415  -0.4191
C8 2.1257 5.4399 -1.7666  -0.7673
C9 2.3746 5.6059 -0.3986  -0.4571
C10 2.6225 4.4751 0.3944  -0.5247
C11 2.6149 3.1994 -0.1755  -0.6500
C12 2.3114 1.3029 -3.5058  0.6305
C13 2.8587 2.1020 -4.5341  -0.6248
C14 2.7758 1.6846 -5.8651  -0.6096
C15 2.2191 0.4422 -6.1924  -0.4198
C16 1.7444 -0.3909 -5.1728  -0.5283
C17 1.7577 0.0509 -3.8529  -0.3808
O2 1.7512 -1.4646 0.4929  -0.6615
H1 0.3143 -5.4605 -1.5307  0.3625
H2 1.5881 -4.8886 -2.6377  0.3216
H3 2.0196 -5.6097 -1.0694  0.3144
H4 0.1896 -3.1954 -1.0893  0.2041
H5 1.2607 -3.8008 0.2034  0.1040
H6 3.7156 -0.9175 -2.0646  0.4282
H7 1.8924 4.0484 -3.4010  0.5722
H8 1.9355 6.3102 -2.3935  0.3557
H9 2.3724 6.6040 0.0454  0.3385
H10 2.8228 4.5824 1.4593  0.3752
H11 2.7920 2.3105 0.4331  0.4086
H12 3.3775 3.0282 -4.2751  0.5730
H13 3.1531 2.3391 -6.6494  0.3473
H14 2.1494 0.1191 -7.2317  0.3443
H15 1.3471 -1.3838 -5.3838  0.3649
H16 1.3460 -0.6058 -3.0803  0.3737
C18 2.2551 -2.4656 5.6543  -0.7792
O3 1.6171 -1.1804 5.8396  -0.4905
C19 0.9025 -0.6629 4.8108  1.1018
C20 0.7711 -1.3189 3.5673  -0.0747
C21 -0.0602 -0.7850 2.6063  -0.8630
C22 -0.6956 0.4536 2.7723  0.3672
C23 -1.5281 0.9908 1.7239  -0.4447
C24 -2.5176 0.2723 1.1401  -0.3514
S1 -3.6474 0.9948 -0.0317  1.2221
O4 -4.0180 2.3165 0.4120  -0.6681
O5 -3.1924 0.7408 -1.3781  -0.6171
C25 -5.0218 -0.1181 0.3358  0.1173
C26 -4.7333 -1.2081 1.1318  0.4728
C27 -5.7342 -2.1044 1.4974  -0.7365
C28 -7.0353 -1.8928 1.0470  -0.6151
C29 -7.3260 -0.7873 0.2448  -0.5117
C30 -6.3201 0.1068 -0.1150  -0.6633
S2 -3.0265 -1.3430 1.7130  1.2889
O6 -2.3626 -2.3716 0.9417  -0.5720
O7 -3.0925 -1.3923 3.1519  -0.6095
C31 -0.5039 1.1350 3.9965  -0.4686
C32 0.2460 0.5821 5.0099  -0.7279
H17 2.7352 -2.6367 6.6153  0.2388
H18 1.5219 -3.2556 5.4438  0.3183
H19 3.0006 -2.4366 4.8481  0.3258
H20 1.2973 -2.2516 3.3607  0.2731
H21 -0.1690 -1.3142 1.6678  0.5221
H22 -1.3965 2.0295 1.4317  0.5220
H23 -5.4765 -2.9488 2.1284  0.4422
H24 -7.8191 -2.5906 1.3289  0.3808
H25 -8.3387 -0.6151 -0.1055  0.3736
H26 -6.5158 0.9784 -0.7334  0.4300
H27 -1.0203 2.0867 4.1399  0.4334
H28 0.3605 1.0656 5.9796  0.4051

Force components x, y, z for each atom (eV/Å):
C 0.1 -0.4 0.1
C 0.3 0.4 -0.1
O -0.7 -1.0 0.3
C 1.7 2.1 0.4
C 0.5 -2.0 -0.2
N -1.3 1.2 1.2
C 0.7 -0.3 -0.1
C -0.6 -0.5 -0.2
C 0.2 0.2 0.3
C 0.0 -0.3 0.2
C 0.1 0.0 0.0
C -0.3 -0.3 -0.5
C 0.2 0.7 0.4
C 1.2 0.0 -0.3
C -0.3 -0.5 -0.1
C -0.2 -0.2 0.0
C 0.1 0.2 0.0
C -0.1 0.5 0.4
C -0.2 0.0 -0.5
O -0.7 -0.7 0.0
H 0.1 -0.2 -0.1
H -0.1 0.1 0.2
H 0.0 0.0 -0.2
H 0.2 0.0 0.1
H -0.1 0.2 -0.2
H -0.9 0.3 -0.7
H 0.0 0.2 0.4
H 0.0 -0.1 0.1
H 0.1 -0.3 -0.1
H -0.1 0.0 -0.2
H 0.0 0.3 -0.2
H -0.2 -0.4 -0.2
H 0.0 -0.2 0.1
H 0.1 0.1 0.2
H 0.0 0.3 -0.1
H 0.3 0.4 -0.3
C -0.3 0.7 0.1
O 0.3 -0.4 -0.1
C -0.5 0.0 -1.1
C 0.1 0.1 1.1
C -0.3 0.5 -0.4
C 1.1 -0.6 1.0
C -1.3 -0.4 -0.5
C 0.4 0.5 0.6
S 0.0 -0.8 0.0
O 0.2 -0.3 -0.4
O -0.4 0.4 0.6
C 0.1 0.2 -0.1
C 0.3 0.1 0.1
C 0.1 0.0 -0.1
C 0.3 0.1 0.0
C 0.3 0.1 -0.1
C 0.1 0.0 0.0
S -0.5 0.0 -0.7
O -0.4 0.4 0.6
O 0.2 -0.2 -0.4
C -0.3 0.1 -0.6
C 0.6 -0.8 0.3
H 0.1 -0.2 -0.1
H 0.1 0.2 0.1
H -0.2 0.1 0.2
H -0.2 0.4 0.0
H 0.2 0.1 0.0
H -0.1 0.0 0.0
H -0.1 0.1 0.0
H 0.1 0.1 -0.1
H 0.1 0.0 0.1
H -0.1 -0.1 0.1
H 0.3 -0.2 0.1
H -0.1 0.0 -0.3

Calculated values
Charge: -1
Total energy (hartree): -2613.93144
Frontier orbital gap (eV): 3.9
E_LUMO (Eh): 0.066
ΔE to the lowest compared entry with this formula, charge and spin (kJ/mol): 100.0
HOMO (eV): -2.06

Which value of charge does entry 1 give? 0